(1)
Computed, not measured: 2 unconnected molecules or ions with the total composition C4H4INO2 in a non-equilibrium geometry, with ωB97M-V/def2-TZVPD.

```
! RIJCOSX wB97M-V def2-TZVPD def2/J DEFGRID3
* xyz 0 1
C -0.345 1.245 1.599
C 0.844 -1.957 2.962
C -0.305 -0.535 -1.062
C 0.439 0.483 -0.690
N 0.506 0.834 0.904
O 0.133 -2.048 2.068
O 1.476 -1.883 3.894
I 2.956 0.456 1.148
H -0.378 1.558 2.713
H -0.998 -1.168 -0.465
H -0.244 -0.938 -2.108
H 1.122 0.972 -1.267
*
```

Computed properties:
- ΔE to the lowest compared entry with this formula, charge and spin (kcal/mol) = 75.3
- electronic energy (Ha) = -657.63178

Here are the Mulliken charges for atoms 1 to 4, given in e: -0.23, 0.69, -0.55, -0.12

(2)
Computed, not measured: C5H2O in the gas phase, with ωB97M-V/def2-TZVPD.

```
! RIJCOSX wB97M-V def2-TZVPD def2/J DEFGRID3
* xyz 0 1
O -0.515 0.890 -2.139
C 0.531 1.154 -1.591
C 0.965 0.349 -0.464
C 0.828 -0.367 0.504
C 0.032 -1.064 1.388
C -1.007 -1.395 1.903
H 1.150 2.012 -1.883
H -1.984 -1.580 2.283
*
```

Computed properties:
- ΔE to the lowest compared entry with this formula, charge and spin (kcal/mol) = 17.2
- structure (SMILES) = C#CC#CC=O
- electronic energy (Ha) = -266.79139

Here are the Mulliken charges for atoms 1 to 4, given in e: -0.40, -0.03, -0.10, 0.20